(1)
ORCA calculation (ωB97M-V/def2-TZVPD) on C29H42Cl2LiN3OSSb as an isolated structure.

Maximum force ... 0.66 eV Å⁻¹
2S+1 ... 1
Gap between HOMO and LUMO ... 6.3 eV
Charge ... -1
HOMO level ... -3.96 eV

XYZ file:
```
80
Properties=species:S:1:pos:R:3:forces:R:3:mulliken_charge:R:1
Sb 0.890916 -1.322565 -0.212102 -0.050 0.096 0.150 1.175
Cl 1.174859 1.889574 1.842317 0.067 0.079 0.246 -0.015
Cl 2.807944 5.312884 -2.064280 -0.025 -0.050 0.063 -0.239
S 0.622254 3.141771 -1.055848 0.197 -0.046 0.209 -0.286
O -2.257308 -0.520791 1.996860 0.098 0.027 -0.020 -0.528
N -1.854002 3.919812 1.019131 0.098 0.025 -0.106 -0.165
N -2.009618 1.701325 1.524544 -0.123 -0.323 0.359 0.268
N -3.938818 0.851643 2.624402 0.086 -0.156 -0.063 0.246
C 1.834617 -2.072286 1.645255 -0.057 -0.034 0.011 1.977
C -2.533914 2.909096 1.571296 -0.145 0.098 -0.028 0.796
C 2.195051 -3.555008 1.646209 0.011 -0.030 0.092 -1.829
C 2.273734 3.076421 1.193400 -0.125 -0.078 -0.080 0.429
C 2.525934 -0.963687 -1.627587 0.011 0.056 -0.082 1.660
C -2.678308 0.625101 2.031888 -0.031 0.208 -0.054 -0.167
C -3.807216 3.163469 2.197643 0.230 0.096 -0.137 -1.117
C -2.011929 0.812528 -2.749879 -0.214 0.080 -0.062 -0.483
C 4.053300 4.925039 0.263623 -0.003 0.009 -0.048 -0.761
C 1.870700 -0.239913 -2.810348 0.065 -0.030 -0.086 -1.501
C 3.271960 -2.195669 -2.123916 0.112 0.038 -0.032 -1.732
C -4.459626 2.098280 2.684432 -0.256 -0.111 0.173 -0.145
C 4.259093 4.368623 1.515600 0.005 0.017 -0.003 -0.436
C 3.094454 -1.283745 2.005333 0.045 -0.028 0.041 -1.909
C 2.961421 4.548039 -0.502196 0.024 0.046 -0.066 0.303
C 3.511693 0.025351 -0.999832 0.030 0.053 -0.037 -1.931
C -0.896979 -2.650782 -2.215752 -0.088 -0.081 -0.029 -1.816
C 0.781050 -1.815897 2.730722 0.047 0.006 0.072 -1.634
C -3.810897 1.236115 -1.302997 0.010 -0.009 0.229 -0.200
C -1.231259 -3.396722 0.125003 -0.028 -0.058 0.001 -1.855
C -4.673078 -0.318117 3.081915 0.007 0.141 0.003 -0.984
C -0.172913 -3.107034 -0.945280 -0.106 0.079 -0.031 1.716
C -4.256628 0.823040 -3.636499 0.040 0.023 0.097 -0.310
C -2.886449 0.678751 -3.831267 -0.018 0.036 0.181 -0.631
C -4.717408 1.113188 -2.356250 0.106 -0.007 -0.092 -0.868
C 0.586612 -4.391729 -1.258574 -0.075 -0.052 -0.055 -1.652
C 3.353951 3.430157 1.983041 -0.042 -0.021 -0.080 -0.731
C 1.997151 3.604396 -0.088425 -0.005 -0.028 0.009 -0.187
C -2.416158 1.084460 -1.419181 0.089 -0.228 -0.610 0.461
Li -0.834977 1.089575 -0.052495 -0.025 0.285 -0.112 0.929
H -2.503435 0.463146 -4.825459 0.013 0.009 0.014 0.367
H -5.545010 0.020042 3.639113 -0.018 -0.026 0.000 0.343
H -0.175945 -2.297880 2.525018 0.042 0.004 -0.013 0.314
H 5.110693 4.661096 2.116766 -0.017 -0.005 -0.023 0.356
H 2.738417 -3.784823 2.574741 -0.032 -0.020 -0.033 0.510
H -4.240314 1.467400 -0.320346 0.017 -0.034 -0.059 -0.005
H 2.839389 -3.835447 0.810402 0.013 0.032 0.000 0.241
H 4.740881 5.658864 -0.135936 -0.014 -0.009 -0.002 0.389
H 3.653228 -2.820224 -1.311329 -0.010 0.035 0.011 0.213
H -1.945137 -4.133038 -0.271571 0.022 0.040 0.029 0.516
H -1.791265 -2.502435 0.414056 0.031 -0.026 -0.037 0.288
H 1.106410 -4.813291 -0.402096 0.016 0.029 0.053 0.237
H 1.308228 -4.268260 -2.064264 0.016 0.038 -0.027 0.219
H -4.949525 0.720873 -4.464497 -0.005 -0.003 -0.009 0.330
H -0.204998 -2.457403 -3.038400 0.009 -0.024 0.017 0.303
H -4.036466 -0.927419 3.717875 0.019 0.006 0.027 0.285
H -2.330701 4.789061 0.858576 -0.004 -0.008 0.029 0.206
H -4.233403 4.153666 2.247536 0.030 -0.003 -0.016 0.382
H -1.573623 -3.453866 -2.543396 0.021 0.060 0.006 0.509
H -0.790213 -3.825239 1.029320 -0.021 0.014 -0.040 0.243
H -5.782951 1.244286 -2.183498 0.012 -0.005 0.010 0.357
H 3.302989 -1.440885 3.073054 0.029 0.005 -0.038 0.574
H -1.052604 3.708677 0.405890 -0.056 -0.025 0.065 -0.119
H 0.572021 -0.751199 2.853835 0.028 -0.025 -0.033 0.132
H 1.160492 -2.198213 3.689841 -0.033 0.017 -0.028 0.501
H 3.475287 2.966880 2.953487 -0.016 -0.002 -0.021 0.400
H 4.133182 -1.873240 -2.727340 -0.030 -0.044 0.017 0.467
H 2.646297 -0.000406 -3.552086 -0.047 -0.006 0.032 0.505
H -0.147432 -5.140391 -1.592808 0.069 0.010 0.000 0.496
H 4.163724 -0.439841 -0.263362 0.002 -0.018 0.008 0.302
H 3.004555 -0.209813 1.843386 -0.061 -0.011 0.015 0.175
H -4.987525 -0.929386 2.237010 0.009 0.007 -0.038 0.286
H 1.409357 0.702593 -2.503575 0.030 -0.026 0.030 0.045
H -0.949345 0.708657 -2.975316 -0.019 -0.020 0.043 0.136
H 1.111569 -0.842718 -3.311145 0.005 -0.021 0.006 0.298
H -1.498750 -1.751261 -2.063775 0.039 -0.014 0.036 0.288
H 4.149880 0.430513 -1.797100 -0.017 -0.007 0.045 0.557
H 3.008180 0.877502 -0.531818 -0.011 -0.047 -0.038 0.250
H 2.646156 -2.816496 -2.765240 -0.034 -0.011 0.011 0.323
H 3.963391 -1.643364 1.451502 -0.007 0.009 -0.036 0.328
H -5.435579 2.181353 3.146800 0.013 -0.012 -0.005 0.291
H 1.310684 -4.192765 1.626244 0.002 0.011 -0.028 0.313
```
Forces are in eV/Å.


(2)
ORCA calculation (ωB97M-V/def2-TZVPD) on one molecule with the formula C4H5NOS5.

Maximum force ... 4.13 eV Å⁻¹
2S+1 ... 1
Gap between HOMO and LUMO (spin up / spin down) ... 8.4 / 6.4 eV
Charge ... 0
HOMO level (spin up / spin down) ... -8.71 / -8.02 eV

XYZ file:
```
16
Properties=species:S:1:pos:R:3:forces:R:3:mulliken_charge:R:1
S 3.272043 0.555914 -0.204487 -0.105 -0.292 0.037 0.030
S 1.757562 1.864221 -0.793305 -0.011 0.055 -0.316 -0.108
S 3.031166 -1.308517 -1.064027 -0.725 0.356 0.800 -0.108
S 0.669011 2.612920 0.781406 0.597 -0.523 0.068 -0.025
S 1.858126 -2.322716 0.506261 0.825 -0.045 -1.052 0.347
O 2.172382 -1.663582 1.770105 0.022 0.303 0.635 -0.363
N -1.791631 -1.006537 -1.140644 -0.429 0.207 -0.224 -0.477
C -0.946491 -0.161300 -0.289543 -3.459 -0.682 1.002 0.604
C -0.972509 1.959679 0.904480 0.601 1.748 -0.470 -0.535
C -1.232022 -1.572060 -0.035415 1.003 -2.028 -0.185 -0.182
C -1.605730 0.915719 0.427665 -0.902 -0.130 0.246 -0.145
H 0.010637 -0.027576 -0.515137 3.785 0.850 -1.414 0.092
H -1.476895 2.862162 1.245823 -0.515 -0.500 0.527 0.263
H -0.373598 -2.338191 -0.056835 -1.698 0.824 0.101 0.088
H -1.680459 -1.224326 -2.128678 0.478 -0.051 0.425 0.259
H -2.691587 0.854193 0.592328 0.533 -0.093 -0.180 0.259
```
Forces are in eV/Å.